(1)
A cluster of 2 separate species, C17H12BF5O in total in a non-equilibrium geometry. Source: the OMol25 dataset; level of theory: ωB97M-V/def2-TZVPD.

Values from the calculation:
- Gap between HOMO and LUMO: 3.73 eV
- HOMO: -7.4 eV
- Energy relative to the best compared isomer or geometry (same formula, charge and spin): 0.000 eV
- LUMO energy: -0.13629 Ha

Each line ends with the natural charge from an NBO analysis.
Geometry (Å):
F  -5.36518  1.39079  -1.71986  -0.305
C  -4.06472  0.96683  -1.65034  0.473
C  -3.80873  -0.40398  -1.69256  -0.293
C  -2.49045  -0.81341  -1.59351  -0.072
C  -1.40130  0.11142  -1.47485  -0.180
C  -0.10129  -0.45560  -1.39769  0.133
C  1.19515  0.11493  -1.47387  -0.195
C  2.29290  -0.80629  -1.50297  -0.053
C  3.60818  -0.39343  -1.62241  -0.288
C  3.85264  0.97903  -1.68444  0.487
F  5.14917  1.40746  -1.79449  -0.301
C  2.83950  1.93251  -1.64215  -0.283
C  1.52038  1.50036  -1.54468  -0.083
C  -1.73983  1.49465  -1.42747  -0.092
C  -3.06016  1.92293  -1.53144  -0.284
H  -4.62024  -1.12204  -1.79668  0.256
H  -2.25562  -1.87918  -1.60208  0.229
H  -0.09824  -1.54536  -1.36647  0.226
H  2.06607  -1.87151  -1.44097  0.232
H  4.42712  -1.10921  -1.66558  0.260
H  3.07579  2.99418  -1.69374  0.253
H  0.73800  2.24839  -1.53137  0.212
H  -0.96923  2.24460  -1.29350  0.214
H  -3.30459  2.98402  -1.51763  0.253
C  -0.16110  0.31457  1.86035  0.049
C  -1.27922  -0.39030  2.26219  -0.298
C  -0.82912  -1.33444  3.23092  -0.348
C  0.53399  -1.14917  3.34157  0.104
B  1.63523  -1.86184  4.24980  1.140
F  0.81212  -2.78593  4.93753  -0.557
F  2.53872  -2.47127  3.37049  -0.550
F  2.17888  -0.88001  5.08580  -0.543
O  0.93731  -0.15193  2.48697  -0.415
H  -0.10970  1.12817  1.15167  0.170
H  -2.29658  -0.26197  1.91586  0.207
H  -1.44585  -2.04796  3.76766  0.240



(2)
A structure of composition O4PSn in a non-equilibrium geometry. Source: the OMol25 dataset; level of theory: ωB97M-V/def2-TZVPD.

Values from the calculation:
- Gap between HOMO and LUMO: 3.30 eV
- HOMO: -3.4 eV
- Charge: -1
- Energy relative to the best compared isomer or geometry (same formula, charge and spin): 6.728 eV
- LUMO energy: -0.00340 Ha

Each line ends with the natural charge from an NBO analysis.
Geometry (Å):
Sn  4.24083  -0.82446  1.46933  -0.001
P  -0.84343  0.15709  -0.18761  2.379
O  -1.47266  -0.86797  -1.16137  -0.713
O  -1.81782  1.30566  -0.37257  -0.790
O  0.41213  0.63303  -0.96088  -0.753
O  -0.51903  -0.40335  1.21308  -1.122



(3)
A cluster of 2 separate species, C4H14N2O in total in a non-equilibrium geometry. Source: the OMol25 dataset; level of theory: ωB97M-V/def2-TZVPD.

Values from the calculation:
- Gap between HOMO and LUMO: 9.65 eV
- HOMO: -8.8 eV
- Energy relative to the best compared isomer or geometry (same formula, charge and spin): 1.792 eV
- Structure (SMILES): CCCNCN.O
- LUMO energy: 0.03307 Ha

Each line ends with the natural charge from an NBO analysis.
Geometry (Å):
C  1.58430  1.40816  -0.32746  -0.615
C  1.44815  0.23606  -1.31334  -0.417
C  0.73467  -0.96485  -0.77179  -0.242
N  -0.71142  -0.98871  -1.09248  -0.644
C  -1.56626  -1.59838  -0.09473  -0.055
N  -1.21047  -1.08984  1.26847  -0.878
H  2.26655  1.18524  0.51166  0.199
H  0.54220  1.46456  0.04257  0.201
H  1.79878  2.40906  -0.72161  0.215
H  0.90847  0.70784  -2.21708  0.196
H  2.40064  0.13434  -1.88489  0.216
H  0.96098  -1.08864  0.28688  0.197
H  1.10972  -1.87226  -1.27477  0.188
H  -0.96019  -0.09093  -1.48707  0.366
H  -2.63215  -1.44491  -0.30270  0.192
H  -1.35871  -2.68779  -0.08054  0.166
H  -2.06645  -0.79033  1.73263  0.355
H  -0.90855  -1.82502  1.90611  0.359
H  -1.30467  1.78300  1.60981  0.477
H  -0.04497  2.50914  2.20798  0.475
O  -0.99063  2.60425  2.00234  -0.951



(4)
An isolated molecule of C7H7BrN2 in a non-equilibrium geometry. Source: the OMol25 dataset; level of theory: ωB97M-V/def2-TZVPD.

Values from the calculation:
- Gap between HOMO and LUMO (alpha / beta): 5.54 / 6.47 eV
- HOMO (alpha / beta): -5.0 / -8.6 eV
- Multiplicity: 3
- LUMO energy (alpha / beta): 0.01847 / -0.07794 Ha

Each line ends with the natural charge from an NBO analysis.
Geometry (Å):
C  0.39855  -1.17951  1.54383  -0.305
C  1.73109  -0.92768  1.41128  -0.005
C  -0.29136  -0.37958  0.56388  -0.036
C  0.70629  0.24975  -0.14496  0.372
C  -1.66943  -0.21262  0.22581  -0.332
C  -1.95558  0.35810  -0.93952  -0.119
C  -0.92239  0.95874  -1.78318  -0.166
N  1.91674  -0.04263  0.37221  -0.541
N  0.48168  1.07395  -1.20009  -0.521
Br  -0.63160  -0.66289  -3.35848  -0.337
H  0.14885  -1.91944  2.34220  0.242
H  2.49642  -1.33507  2.13210  0.232
H  -2.43109  -0.85847  0.73489  0.222
H  -2.95006  0.39971  -1.34134  0.230
H  -0.96171  1.91115  -2.29801  0.216
H  2.80856  0.40576  0.03782  0.429
H  1.00260  1.59759  -1.82715  0.420



(5)
The ion C10H11ClN with charge +1 in a non-equilibrium geometry. Source: the OMol25 dataset; level of theory: ωB97M-V/def2-TZVPD.

Values from the calculation:
- Gap between HOMO and LUMO (alpha / beta): 5.05 / 5.05 eV
- HOMO (alpha / beta): -11.3 / -11.3 eV
- Charge: +1
- Energy relative to the best compared isomer or geometry (same formula, charge and spin): 4.556 eV
- LUMO energy (alpha / beta): -0.22822 / -0.22820 Ha

Each line ends with the natural charge from an NBO analysis.
Geometry (Å):
C  -2.23208  -0.28751  -0.96032  0.003
C  -1.30204  -0.91133  -1.74369  -0.263
C  -1.78344  0.53311  0.12465  -0.271
C  0.56972  0.05110  -0.53778  -0.269
C  0.10064  -0.82733  -1.56891  0.214
C  -0.44390  0.56562  0.39601  0.333
C  0.51873  2.28995  1.63923  -0.127
C  1.81830  0.58477  -0.36870  0.004
C  0.95293  -1.74337  -2.24350  -0.695
C  -0.06570  0.31859  2.84281  -0.438
N  0.03805  1.12758  1.71304  -0.392
Cl  3.16617  0.20982  -1.28434  0.200
H  -3.22697  -0.46992  -1.09290  0.232
H  -1.70773  -1.45468  -2.53715  0.235
H  -2.48209  0.96559  0.72299  0.243
H  0.77856  3.07823  2.39670  0.209
H  1.87688  1.47825  0.40119  0.290
H  1.84449  -1.83022  -1.46497  0.249
H  0.43466  -2.65130  -2.61944  0.276
H  1.31390  -1.38330  -3.25751  0.285
H  0.91703  0.01193  2.96886  0.214
H  -0.70188  -0.53634  2.66004  0.221
H  -0.38421  0.88075  3.81370  0.247



(6)
A cluster of 2 separate species, C3H7NO2 in total in a non-equilibrium geometry. Source: the OMol25 dataset; level of theory: ωB97M-V/def2-TZVPD.

Values from the calculation:
- Gap between HOMO and LUMO (alpha / beta): 8.85 / 8.83 eV
- HOMO (alpha / beta): -8.8 / -8.8 eV
- Energy relative to the best compared isomer or geometry (same formula, charge and spin): 9.258 eV
- LUMO energy (alpha / beta): 0.00232 / 0.00224 Ha

Each line ends with the natural charge from an NBO analysis.
Geometry (Å):
C  -0.58902  -1.17030  -0.86366  -0.544
C  0.31289  -0.38954  -0.35493  0.228
C  1.78800  -0.02795  -0.45202  -0.713
N  -0.42447  0.45508  1.62847  -0.324
O  -2.12866  1.55627  0.42810  -0.488
O  -1.72820  0.57861  1.41261  -0.133
H  -1.54965  -1.30147  -0.36155  0.246
H  -0.30748  -1.97408  -1.67478  0.238
H  2.06986  0.30407  0.52746  0.238
H  2.26866  0.59573  -1.18934  0.244
H  2.25967  -0.99200  -0.52375  0.233
H  0.11414  1.23829  1.85466  0.323
H  -2.08573  1.12728  -0.43127  0.453



(7)
An isolated molecule of C5H10O2 in a non-equilibrium geometry. Source: the OMol25 dataset; level of theory: ωB97M-V/def2-TZVPD.

Values from the calculation:
- Gap between HOMO and LUMO: 10.53 eV
- HOMO: -9.6 eV
- Energy relative to the best compared isomer or geometry (same formula, charge and spin): 1.543 eV
- Structure (SMILES): C[C@H]1OCC[C@H]1O
- LUMO energy: 0.03558 Ha

Each line ends with the natural charge from an NBO analysis.
Geometry (Å):
C  2.08146  -0.11324  -0.47055  -0.621
C  0.78612  0.26353  0.21588  0.069
O  0.06426  1.17102  -0.59248  -0.544
C  -1.32428  1.13296  -0.14755  -0.097
C  -1.51667  -0.10125  0.71168  -0.476
C  -0.22025  -0.87647  0.44846  0.079
O  -0.34129  -1.71544  -0.68130  -0.707
H  2.67758  0.77885  -0.68667  0.220
H  1.88657  -0.64131  -1.40751  0.219
H  2.66819  -0.77318  0.17581  0.213
H  0.99485  0.75453  1.17851  0.159
H  -1.69491  1.21969  -1.18939  0.199
H  -1.58060  2.06624  0.36558  0.181
H  -1.59726  0.19907  1.76399  0.217
H  -2.39056  -0.70710  0.46392  0.235
H  0.06232  -1.52566  1.27842  0.189
H  -0.55554  -1.13222  -1.42680  0.464



(8)
A cluster of 2 separate species, C9H14 in total in a non-equilibrium geometry. Source: the OMol25 dataset; level of theory: ωB97M-V/def2-TZVPD.

Values from the calculation:
- Gap between HOMO and LUMO: 10.04 eV
- HOMO: -9.1 eV
- Energy relative to the best compared isomer or geometry (same formula, charge and spin): 0.270 eV
- Structure (SMILES): Cc1ccccc1.CC
- LUMO energy: 0.03604 Ha

Each line ends with the natural charge from an NBO analysis.
Geometry (Å):
C  -0.43905  -2.31825  -1.14167  -0.635
C  -0.47073  -1.31420  1.18042  -0.219
C  0.16278  -1.49312  -0.04646  -0.006
C  0.12291  -0.56810  2.18536  -0.203
C  1.34654  -0.79676  -0.26785  -0.218
C  1.31862  0.09236  1.95314  -0.225
C  1.90110  0.02516  0.70233  -0.205
H  -1.45576  -1.76228  1.32370  0.208
H  -0.37728  -0.49023  3.14121  0.212
H  -1.00473  -3.18499  -0.81913  0.220
H  0.34824  -2.64396  -1.82977  0.216
H  1.82020  -0.90937  -1.23535  0.206
H  1.73889  0.69956  2.74163  0.213
H  2.74480  0.63667  0.40611  0.214
H  -1.05269  -1.68500  -1.78904  0.221
C  -1.05453  2.98384  -1.11583  -0.617
C  -1.88719  2.34185  -2.23802  -0.611
H  -0.62213  2.18013  -0.51054  0.210
H  -0.22974  3.64783  -1.38567  0.206
H  -1.68923  3.53816  -0.42652  0.202
H  -1.31699  2.36745  -3.17662  0.203
H  -2.79483  2.90322  -2.44153  0.203
H  -2.14829  1.31884  -1.99156  0.205